Entry 1:
12
Properties=species:S:1:pos:R:3 method="wB97M-V/def2-TZVPD" e_homo_ev=-10.47 molar_mass_g_mol=72.06 smiles=O.O.O.O homo_lumo_gap_ha=0.395 relative_energy_kcal_mol=20.8 energy_ev=-8319.775
O -2.78 3.00 1.38
H -2.56 -0.20 2.35
O 0.68 0.36 2.36
H -0.24 0.25 2.08
H -2.49 1.09 1.58
H 5.07 -4.53 -4.51
O -2.00 0.25 1.72
H -3.75 3.17 1.36
H 0.80 1.29 2.35
O 5.28 -4.30 -5.44
H -2.51 3.49 0.59
H 4.52 -3.88 -5.82

=====

Entry 2:
19
Properties=species:S:1:pos:R:3 method="wB97M-V/def2-TZVPD" e_homo_ev=-12.70 molar_mass_g_mol=124.17 smiles="C#[N+][C@H]1[C@H](C)[C@H]1/N=N/C" homo_lumo_gap_ha=0.311 charge=+1 relative_energy_kcal_mol=140.0 energy_ev=-10842.190
H -3.07 0.77 -2.13
H -1.15 1.11 3.08
H 1.02 -3.05 -1.33
H 0.00 2.52 0.36
H 0.12 -0.26 3.27
H 1.95 1.20 0.35
C -0.38 1.44 0.13
H 0.68 1.47 2.96
H -0.88 -0.47 1.02
H 0.06 -2.48 -2.87
C -2.26 0.97 -1.40
C 1.00 0.48 0.16
C 0.90 -2.25 -2.12
C -0.13 0.33 1.21
N -1.36 1.24 -0.74
N 1.22 -0.66 -0.50
C -0.08 0.77 2.67
N 0.53 -1.03 -1.44
H 1.85 -2.12 -2.67

=====

Entry 3:
53
Properties=species:S:1:pos:R:3 method="wB97M-V/def2-TZVPD" e_homo_ev=-13.55 molar_mass_g_mol=552.56 homo_lumo_gap_ha=0.240 charge=+2 relative_energy_kcal_mol=0.0 energy_ev=-100541.478
C -3.65 -0.69 -2.57
C 0.56 -4.60 3.52
H -0.02 -5.20 1.53
O 1.26 -0.91 1.80
H -2.04 4.39 0.73
H -0.59 2.24 -2.30
S 0.33 -2.70 -0.07
H 1.09 1.26 -2.94
C -3.06 0.55 -2.40
C 0.55 -3.13 1.65
C -1.84 2.29 1.14
S 1.52 0.73 2.27
C 1.04 -2.14 2.48
C -1.45 -2.79 -0.40
S -0.41 2.20 0.08
C -3.06 -1.78 -1.96
H -4.56 -0.80 -3.14
H 5.20 0.26 -2.42
C -3.64 3.65 1.96
N 4.70 -0.25 -1.72
C -1.92 -1.62 -1.21
C -4.16 2.53 2.59
H -5.07 2.61 3.17
H -3.51 1.44 -2.82
N -1.29 -0.41 -1.10
H -4.13 4.61 2.04
H -3.51 -2.77 -2.04
H 0.38 -5.58 3.95
H 3.49 1.52 -2.86
C 1.28 -2.31 3.81
C -1.90 0.66 -1.68
C 1.02 -3.58 4.33
H 1.65 -1.50 4.42
H 1.20 -3.76 5.38
N 1.57 1.42 -2.05
H -1.66 -3.72 -0.93
C 0.33 -4.39 2.17
N 2.90 1.03 -2.20
H -1.98 -2.80 0.56
H -3.92 0.44 3.04
O 4.17 -2.12 -0.09
N 2.59 -0.63 -0.63
N 3.03 -1.78 0.02
Ti 0.32 -0.19 0.36
H -2.05 2.79 -1.55
C -1.28 2.02 -1.51
H 5.13 -1.01 -1.22
C -2.47 3.53 1.23
C -3.52 1.30 2.51
S -1.51 -0.39 1.87
H 1.55 2.41 -1.84
C -2.34 1.16 1.79
C 3.41 0.01 -1.49

=====

Entry 4:
151
Properties=species:S:1:pos:R:3 method="wB97M-V/def2-TZVPD" e_homo_ev=-0.01 molar_mass_g_mol=1275.77 homo_lumo_gap_ha=0.122 charge=-2 energy_ev=-119615.539
H 5.52 2.32 2.40
H -0.87 -1.43 -5.80
C 2.22 2.14 4.03
N 2.67 -0.95 2.34
N 1.07 -1.65 -2.16
C -0.09 -5.09 -0.36
C -2.75 0.90 3.56
C 5.07 1.48 -0.73
H -5.72 -3.73 -1.32
H 1.28 0.51 -5.17
C -3.87 -3.88 -4.70
N 0.92 1.99 2.24
C -3.56 -2.80 2.44
N -0.11 3.04 -1.39
H -2.97 -6.01 1.42
S 0.37 4.44 -0.99
N 3.58 0.89 0.78
H -0.80 4.75 4.63
C -3.17 -3.65 -3.52
C -3.07 -5.34 3.45
H -4.62 2.79 -3.92
C 4.72 1.30 -3.66
N -1.19 -0.93 -4.99
C 2.41 0.74 -3.36
H -3.67 -2.17 4.47
C -3.34 4.87 2.41
C -1.37 4.52 3.73
C -3.24 6.34 -1.14
H -4.16 6.27 -1.71
O -1.69 0.74 4.18
C 0.81 -5.16 2.25
H -5.80 -4.22 -5.59
N 2.04 1.53 2.82
H 4.83 -2.40 4.53
C -2.17 0.04 -4.96
H 1.02 3.62 5.09
H 1.15 -5.19 3.28
H 1.07 5.14 -5.82
C -0.69 -1.04 -3.71
C 5.86 1.56 1.69
C 1.60 6.89 -4.70
C -5.21 -3.77 -2.28
H -2.71 1.59 5.98
S 2.52 -3.34 -3.41
C 4.51 -1.49 4.03
H 4.32 1.94 4.47
H 6.06 0.64 2.25
C -3.77 1.45 5.76
H -2.26 4.75 -2.20
C 2.14 -2.34 -2.03
H 3.33 2.66 5.76
H -1.90 8.07 1.45
C -3.04 -3.41 -1.05
H -2.09 -3.52 -3.55
H -3.97 7.92 0.12
H -3.23 -4.44 5.41
H 0.85 -3.07 -5.18
C -3.49 -3.70 0.16
C -1.02 5.58 -0.66
H -4.48 2.08 -6.27
H 1.42 7.15 -1.32
H 1.58 0.52 -2.71
C -1.97 7.36 0.64
C -0.17 -6.27 0.36
H -4.11 0.55 6.28
C 3.35 1.89 4.98
H -0.82 2.94 -2.11
C 0.47 -1.84 -3.38
C 1.72 -2.86 2.07
C -2.58 5.16 3.53
C -3.28 -4.28 4.34
H -2.92 0.29 -6.98
C 0.86 5.43 -2.47
H -4.35 2.30 6.11
H 5.35 -1.11 3.44
H 0.47 -3.02 -0.33
H 4.27 -0.74 4.78
C -4.05 0.97 1.58
C 0.77 4.86 -3.72
C 3.32 1.02 -5.59
C -5.25 -4.05 -4.67
H -3.44 3.72 0.59
H 5.70 1.50 -3.25
H -4.30 5.35 2.26
H -5.90 1.82 4.34
C -3.14 7.27 -0.11
H -2.02 -3.05 -1.23
C -5.22 1.37 2.37
C 3.33 -1.81 3.16
C -5.91 -3.99 -3.45
H -2.94 5.87 4.27
N -2.90 0.73 2.25
C 2.25 0.73 -4.74
H -6.99 -4.11 -3.42
N 1.69 -1.59 1.67
C 0.38 2.88 3.07
C 0.94 -3.98 1.52
N 2.95 0.77 -0.41
H 1.88 7.47 -5.57
H 0.43 3.83 -3.82
H -3.34 -3.94 -5.65
Rb -0.83 0.02 0.52
C -0.91 6.51 0.36
H -6.16 1.55 1.87
C -2.97 0.61 -5.94
C -0.88 3.59 2.81
C 1.11 -2.73 -4.19
H 3.26 0.92 5.46
C -3.84 1.61 -5.54
C -3.12 1.44 -3.22
H 3.18 1.03 -6.66
H -2.86 -6.34 3.85
H 5.98 1.81 -1.19
H 3.05 -3.95 3.51
C 2.75 -3.04 3.02
C -3.92 2.01 -4.20
H 4.04 0.67 2.89
C 1.70 7.45 -3.43
C -1.63 3.35 1.67
C 3.65 1.04 -2.80
C -3.35 -3.87 1.51
C 3.86 1.09 -1.35
C 0.43 -3.95 0.22
H 2.76 -2.35 -1.15
H -3.20 1.71 -2.17
C -5.08 1.51 3.70
H 0.00 6.54 0.96
H 0.16 -7.19 2.27
N -3.89 1.30 4.33
C -3.82 -3.60 -2.29
H 6.79 1.89 1.24
H 2.07 8.47 -3.32
H -1.25 2.65 0.94
N -1.30 -0.24 -2.88
C 4.85 1.32 0.61
C 4.56 1.29 -5.03
C 1.34 6.72 -2.32
C 1.14 5.59 -4.84
O -4.11 0.88 0.34
C -3.11 -5.16 2.09
C 0.26 -6.29 1.68
H -3.73 -1.81 2.06
B 3.07 0.55 2.21
C 1.18 3.01 4.22
C -2.18 5.49 -1.41
C -3.52 -3.02 3.80
C -2.86 3.97 1.47
H -0.45 -5.07 -1.38
H -0.58 -7.17 -0.09
C -2.23 0.45 -3.61
H 5.40 1.51 -5.68

=====

Entry 5:
42
Properties=species:S:1:pos:R:3 method="wB97M-V/def2-TZVPD" e_homo_ev="-3.52 / -4.08" molar_mass_g_mol=520.22 multiplicity=4 homo_lumo_gap_ha="0.210 / 0.231" charge=-1 s_squared=3.7614 relative_energy_kcal_mol=0.0 energy_ev=-118405.033
C -0.31 1.20 1.48
Cl -0.50 0.60 4.08
Cl -0.21 5.70 2.22
H -3.45 -0.28 1.30
H 2.67 -4.56 1.29
C -0.39 1.73 2.77
H -3.20 1.36 -2.61
H -3.22 -0.11 -3.57
C 4.97 -2.40 0.04
H -3.42 -2.86 -2.14
H -4.80 0.19 0.23
C 4.45 -3.53 0.65
H 1.12 -2.84 0.45
C 3.06 -3.68 0.79
C -0.22 2.12 0.39
C 2.70 -1.60 -0.32
C -3.74 -2.30 -1.25
H -3.40 1.26 0.45
C 2.71 0.39 -1.31
C -0.26 3.99 1.95
N 1.94 -0.56 -0.86
Cl -0.48 3.70 4.63
V -0.32 -0.39 -0.75
Si -2.84 -0.62 -1.12
C -3.71 0.21 0.35
N 2.25 1.54 -1.83
O -0.29 -0.08 1.23
C -3.54 0.33 -2.62
C -0.18 3.48 0.65
H 5.11 -4.28 1.04
Cl 0.00 4.55 -0.71
C -0.37 3.11 3.01
H 1.31 1.81 -1.47
H -4.83 -2.17 -1.30
H -4.64 0.33 -2.61
C 2.19 -2.72 0.31
O -0.15 1.63 -0.85
H 6.04 -2.27 -0.05
H 2.91 2.29 -1.93
H -3.53 -2.93 -0.38
S 4.43 0.08 -1.21
C 4.09 -1.44 -0.43

=====

Entry 6:
17
Properties=species:S:1:pos:R:3 method="wB97M-V/def2-TZVPD" e_homo_ev=-8.53 molar_mass_g_mol=127.21 homo_lumo_gap_ha=0.343 relative_energy_kcal_mol=168.9 energy_ev=-18685.886
C -0.15 -0.63 -0.85
H 3.11 -0.97 -0.61
H 0.48 1.08 -0.34
H -0.67 -2.00 1.47
C 0.99 -0.84 0.34
H 3.06 -0.98 1.16
H -0.83 -1.36 -0.53
H 0.97 -1.10 2.55
S -1.09 0.38 1.56
N 0.06 1.35 -2.50
C 0.18 -0.96 1.64
C 2.32 -1.04 0.22
H -1.49 0.10 -2.13
H -0.29 2.40 -2.65
C -0.49 0.66 -0.16
C -0.74 0.57 -1.69
H -0.07 0.72 -3.39

=====

Entry 7:
73
Properties=species:S:1:pos:R:3 method="wB97M-V/def2-TZVPD" e_homo_ev="-13.85 / -13.85" molar_mass_g_mol=701.57 homo_lumo_gap_ha="0.199 / 0.199" charge=+2 relative_energy_kcal_mol=18.9 energy_ev=-120827.215
C -0.47 -1.43 3.78
C -2.13 2.78 -2.68
C -2.35 -2.18 2.23
C -3.46 -1.83 1.25
C -3.35 2.98 -3.28
H -4.47 -0.22 -3.50
H -5.16 2.08 -4.04
H 3.10 -3.15 -0.84
C 2.52 -4.06 -0.88
O -2.91 0.09 4.19
C 4.16 3.88 -0.05
H -1.11 -1.68 4.63
Se 2.28 1.17 -0.63
H -1.48 3.61 -2.44
C 0.54 -0.37 4.17
C 1.80 4.15 -2.13
C 2.35 -6.45 -0.68
C -1.74 1.48 -2.37
H 5.15 4.26 -0.30
O 0.28 -1.20 0.92
H 2.81 -7.40 -0.47
O 1.27 -1.62 -1.33
H -3.07 -1.34 0.35
H 4.16 -5.34 -0.36
N -0.72 -2.58 -1.79
C 0.53 -2.72 -1.47
H 0.96 3.92 -1.48
H -2.77 -2.55 3.16
N -1.02 -1.24 -1.80
H -4.20 -1.17 1.70
H 5.03 3.25 -3.31
C -2.33 0.15 3.14
Si 3.33 3.26 -1.59
H -1.70 -2.96 1.84
C 1.16 -4.01 -1.21
C -0.69 -0.56 1.46
O 0.65 2.51 2.24
H 1.97 5.23 -2.08
N -2.49 1.26 2.30
O -1.99 2.53 0.48
O -0.55 1.29 -1.80
H 3.58 4.69 0.40
H 4.29 3.10 0.70
H 0.16 3.25 1.85
H -3.67 3.98 -3.52
C 1.50 3.03 3.27
C -1.85 1.52 1.12
H -0.65 -5.13 -1.54
C -1.43 -0.99 2.66
C 0.40 -5.18 -1.28
C 1.00 -6.39 -1.01
H 2.29 3.67 2.86
H 0.02 -2.35 3.45
C 4.40 2.47 -2.86
H -2.74 -1.77 -2.75
H 1.95 2.18 3.76
C -3.82 0.62 -3.27
H 3.82 2.01 -3.66
C -2.57 0.39 -2.65
C -2.14 -0.93 -2.40
H 1.54 3.90 -3.16
N -0.96 0.50 0.72
H 1.20 -0.10 3.34
H -3.97 -2.73 0.93
H 5.07 1.73 -2.42
H 0.04 0.54 4.52
H -3.11 1.98 2.64
H 0.93 3.60 4.00
C 3.11 -5.29 -0.62
Mo 0.37 -0.01 -0.77
H 0.42 -7.30 -1.06
C -4.21 1.90 -3.57
H 1.17 -0.73 4.98

=====

Entry 8:
53
Properties=species:S:1:pos:R:3 method="wB97M-V/def2-TZVPD" e_homo_ev=-12.32 molar_mass_g_mol=312.33 homo_lumo_gap_ha=0.366 charge=+1 relative_energy_kcal_mol=0.0 energy_ev=-32829.010
H 0.85 -2.36 0.47
O -4.29 -1.69 1.55
H 0.76 -2.35 1.95
O 0.38 -2.85 1.19
C -2.18 -0.69 1.12
H -2.48 1.42 0.86
C -0.11 2.05 -0.52
O 2.25 0.29 1.79
H -0.31 0.63 3.79
H -0.11 -1.56 -3.16
H 0.96 1.36 2.23
H -1.50 -0.16 4.46
O 1.72 -1.47 -0.66
C 1.28 2.58 -0.50
H -2.54 0.58 -0.59
O 3.36 -1.56 -2.95
H 2.01 1.83 -0.84
H -0.49 4.35 -3.67
H 2.80 -1.33 -2.17
H 3.12 0.12 -3.42
H -2.77 -2.52 0.28
H 3.41 1.33 -4.28
H -0.78 -0.41 -2.45
H 0.90 -1.10 -1.06
H -1.64 -1.65 -0.65
H -3.93 0.18 2.21
O 0.28 1.98 2.58
C -3.61 -0.70 1.62
O 1.39 -1.68 3.42
H 3.13 0.68 1.90
H -1.49 -0.64 1.97
O -0.78 -0.23 3.83
H -0.81 2.75 -0.95
H -1.87 3.78 -3.50
H 3.87 -2.32 -2.65
C -0.50 0.97 0.15
H 2.04 -0.70 -0.17
H 0.53 -1.36 3.78
H -0.09 2.35 1.76
H 1.03 0.94 -3.61
H 1.79 -2.22 4.11
O 2.74 1.00 -3.67
C -1.96 0.62 0.34
O -0.46 -1.32 -2.28
H 1.66 3.04 0.42
H 2.15 -0.23 2.62
N -1.96 -1.89 0.30
O -0.97 3.67 -3.18
O 0.16 1.01 -3.15
H -0.01 1.96 -3.09
H 0.19 0.40 0.75
H 1.54 3.34 -1.24
H -1.10 -2.42 0.63